No. 1
Molecular formula: C15H29NO
Method: DFT, ωB97M-V with the def2-TZVPD basis set

```
46
Properties=species:S:1:pos:R:3:mulliken_charge:R:1
C -1.975 1.818 0.757 -0.76
C -0.778 2.510 1.636 -0.39
C -0.499 1.833 3.100 -0.54
C -0.762 0.224 3.202 -0.62
C 0.437 -0.737 2.641 -0.15
C 1.934 -0.083 2.635 -0.84
C 2.307 0.841 1.338 -0.41
C 1.637 0.375 -0.081 0.61
C 2.505 0.743 -1.421 -0.86
C 1.827 0.159 -2.819 -0.63
C 0.189 0.213 -2.841 -0.57
C -0.524 -1.134 -2.225 0.93
C -2.169 -1.199 -2.417 -0.58
C -2.435 -2.590 -1.590 -0.40
C -1.074 -3.460 -1.994 0.43
O -0.855 -4.776 -1.741 -0.56
N -0.115 -2.502 -2.726 -0.44
H -2.958 1.710 1.418 0.32
H -1.649 0.789 0.304 -0.04
H -2.190 2.560 -0.151 0.32
H -1.133 3.629 1.851 0.38
H 0.157 2.605 0.939 0.20
H -1.276 2.343 3.850 0.38
H 0.558 2.196 3.455 0.21
H -0.869 -0.023 4.365 0.34
H -1.764 -0.153 2.713 0.20
H 0.075 -1.183 1.615 -0.06
H 0.486 -1.669 3.386 0.37
H 2.754 -0.940 2.763 0.33
H 2.077 0.608 3.598 0.27
H 3.489 0.749 1.192 0.34
H 2.116 1.959 1.640 0.22
H 1.577 -0.817 -0.045 0.18
H 0.505 0.731 -0.120 -0.57
H 3.550 0.172 -1.326 0.27
H 2.725 1.890 -1.522 0.29
H 2.203 0.880 -3.680 0.28
H 2.179 -0.923 -3.096 0.34
H -0.253 1.131 -2.220 0.09
H -0.217 0.348 -3.945 0.40
H -0.412 -1.259 -1.051 -0.66
H -2.441 -1.328 -3.554 0.34
H -2.617 -0.213 -1.953 0.27
H -3.448 -3.170 -1.728 0.35
H -2.376 -2.260 -0.459 0.12
H -0.501 -2.597 -3.692 0.34
```

The calculation puts the HOMO energy at -9.8179 eV. Its multiplicity is 1. The SMILES is CCCCCCCCCCC[C@H]1CCC(=O)N1.

No. 2
Molecular formula: C15H30AsF7O15Tl
Method: DFT, ωB97M-V with the def2-TZVPD basis set

```
69
Properties=species:S:1:pos:R:3:mulliken_charge:R:1
Tl 0.914 1.090 -0.430 1.55
As -3.338 2.448 -1.333 1.92
F -3.442 2.580 -3.138 -0.48
F -2.722 4.203 -1.261 -0.51
F -3.237 2.468 0.400 -0.43
F -3.743 0.723 -1.478 -0.46
F -1.581 2.041 -1.441 -0.46
F -5.109 2.845 -1.295 -0.48
F -0.075 2.991 1.527 -0.34
C -2.378 -1.195 -5.570 -0.68
O -1.689 -0.466 -4.585 -0.23
C -1.087 -1.121 -3.425 0.41
O -0.560 -0.507 -2.486 -0.22
O -1.061 -2.477 -3.610 -0.31
C -0.298 -3.312 -2.760 -0.74
H -3.152 -1.905 -5.277 0.28
H -1.595 -1.757 -6.078 0.31
H -2.712 -0.550 -6.383 0.27
H -0.814 -3.836 -1.955 0.24
H 0.547 -2.758 -2.351 0.35
H -0.042 -4.015 -3.553 0.35
C -3.703 -1.974 -0.272 -0.47
O -3.445 -1.623 1.114 -0.37
C -2.354 -0.803 1.269 0.60
O -1.560 -0.328 0.393 0.31
O -2.280 -0.579 2.594 -0.43
C -1.495 0.420 3.162 -0.22
H -3.874 -3.051 -0.302 0.32
H -2.936 -1.638 -0.970 -0.01
H -4.679 -1.626 -0.609 0.30
H -0.435 0.191 3.054 -0.10
H -1.706 0.483 4.230 0.26
H -1.758 1.377 2.712 0.27
C 1.826 -5.204 -0.080 -0.70
O 1.664 -3.779 -0.231 -0.37
C 1.145 -2.927 0.631 0.52
O 1.036 -1.751 0.371 -0.19
O 0.564 -3.648 1.631 -0.38
C 0.270 -3.096 2.919 0.19
H 0.842 -5.672 -0.073 0.30
H 2.395 -5.365 0.836 0.32
H 2.356 -5.607 -0.944 0.25
H 1.220 -3.021 3.448 -0.04
H -0.453 -3.725 3.437 0.27
H -0.176 -2.125 2.701 -0.18
C 2.082 1.755 4.631 -0.68
O 2.619 0.509 4.435 -0.34
C 2.436 -0.135 3.253 0.45
O 1.874 0.339 2.261 -0.13
O 2.936 -1.437 3.238 -0.22
C 3.319 -2.112 4.409 -0.88
H 2.223 2.406 3.768 0.31
H 2.538 2.314 5.448 0.31
H 1.058 1.791 5.001 0.24
H 3.515 -3.179 4.299 0.31
H 2.531 -2.089 5.161 0.39
H 4.239 -1.678 4.800 0.32
C 3.854 4.056 -3.123 -0.68
O 2.836 5.118 -2.888 -0.33
C 1.813 4.810 -2.203 0.80
O 1.534 3.680 -1.731 -0.52
O 1.154 5.864 -2.145 -0.29
C 0.077 6.015 -1.147 -0.45
H 4.430 4.019 -2.198 0.31
H 4.582 4.271 -3.905 0.28
H 3.558 3.031 -3.344 0.25
H 0.212 6.968 -0.636 0.29
H 0.204 5.300 -0.333 0.17
H -0.916 5.963 -1.591 0.26
```

The relative energy (zero: lowest compared OMol25 entry of this formula, charge and spin) comes out at 98.2 kJ/mol. The charge is +1. The calculation puts the HOMO energy at -13.1725 eV. Its multiplicity is 1.

No. 3
Molecular formula: C15H30BClF6KMgN2NaO12P2
Method: DFT, ωB97M-V with the def2-TZVPD basis set

```
72
Properties=species:S:1:pos:R:3:mulliken_charge:R:1
C -3.915 -1.194 3.428 -1.07
C -2.998 0.094 3.389 -0.57
N -3.183 0.898 2.163 0.54
C -2.596 0.229 1.007 -1.92
C -3.341 0.463 -0.404 0.09
P -4.990 1.335 -0.318 -0.04
C -6.169 0.714 0.954 0.02
C -6.690 1.968 1.723 -0.56
N -6.167 2.358 2.853 -0.51
C -2.730 2.289 2.337 0.08
C -2.154 3.204 1.142 -0.36
O -2.812 2.818 3.370 -0.29
H -3.308 -1.974 3.931 0.35
H -4.097 -1.592 2.402 0.29
H -4.862 -1.011 3.969 0.36
H -1.951 -0.298 3.384 0.38
H -3.206 0.636 4.323 0.42
H -2.518 -0.932 1.145 0.77
H -1.497 0.584 0.874 0.88
H -2.651 1.107 -1.081 -0.62
H -3.420 -0.515 -0.931 0.60
H -5.613 1.108 -1.582 0.16
H -4.907 2.749 -0.200 0.22
H -7.080 0.248 0.516 0.52
H -5.731 0.036 1.706 -0.06
H -7.520 2.550 1.288 0.36
H -5.423 1.715 3.132 0.24
H -1.098 2.888 0.804 0.09
H -2.855 3.221 0.237 -0.44
H -2.066 4.269 1.498 0.54
B -0.133 -1.510 -2.030 0.24
F -0.893 -1.963 -0.891 -0.36
F -0.338 -0.076 -2.217 -0.34
F 1.232 -1.758 -1.815 -0.26
F -0.576 -2.213 -3.201 -0.25
O 0.654 6.398 4.716 -0.53
P -0.612 5.551 4.643 0.75
O -1.747 6.305 5.328 -0.46
O -0.396 4.220 5.364 -0.49
O -0.971 5.270 3.195 -0.28
C 4.817 -2.569 0.313 -0.27
C 4.495 -2.783 1.764 0.21
O 3.106 -2.501 1.818 -0.27
C 2.607 -2.817 0.592 0.61
O 1.445 -2.958 0.365 -0.53
O 3.591 -2.956 -0.327 -0.26
F 5.151 -1.901 2.548 -0.29
H 5.037 -1.518 0.079 0.23
H 5.649 -3.186 -0.024 0.34
H 4.675 -3.798 2.125 0.29
O 0.242 -2.415 -6.077 -0.39
H -0.005 -2.159 -5.152 0.39
H -0.555 -2.600 -6.619 0.47
H 0.865 -3.173 -6.083 0.46
K -0.412 -0.141 0.153 1.14
C 8.517 -1.977 -4.532 -1.50
C 7.570 -2.187 -3.374 0.52
C 6.124 -2.319 -3.767 -0.55
O 5.453 -1.883 -2.579 -0.18
C 6.293 -1.013 -1.954 0.63
O 5.988 -0.323 -1.033 -0.58
O 7.526 -1.035 -2.521 -0.36
H 9.483 -1.621 -4.175 0.37
H 8.665 -2.905 -5.084 0.39
H 8.136 -1.220 -5.221 0.35
H 7.902 -3.036 -2.769 0.27
H 5.844 -3.341 -4.017 0.31
H 5.835 -1.655 -4.586 0.32
Mg -1.950 -0.174 -3.265 0.05
Cl -7.327 2.172 4.706 -0.55
Na -1.901 3.313 -1.295 0.72
F -1.574 6.606 -0.147 -0.85
```

The calculation puts the HOMO energy at -5.6181 eV. Its multiplicity is 1.

No. 4
Molecular formula: C15H30BN2O4
Method: DFT, ωB97M-V with the def2-TZVPD basis set

```
52
Properties=species:S:1:pos:R:3:mulliken_charge:R:1
C 6.192 1.290 1.991 -0.37
C 5.026 1.791 1.602 -0.39
C 3.576 2.196 0.966 0.35
C 2.711 2.940 2.113 -0.47
C 1.255 3.472 1.606 -0.63
B 0.022 2.650 2.327 0.39
C -0.897 1.739 1.311 -0.70
C -0.076 0.841 0.250 0.21
O -0.043 -0.601 0.575 -0.18
C 0.666 -0.841 1.798 0.59
C -0.219 -1.332 3.082 -0.97
O 1.916 -0.662 1.981 -0.53
H 6.962 0.559 2.447 0.31
H 3.107 1.226 0.568 -0.25
H 3.699 2.903 0.049 0.32
H 3.351 3.855 2.458 0.30
H 2.635 2.224 3.023 0.21
H 1.153 4.611 1.831 0.15
H 1.112 3.360 0.461 0.20
H -0.738 3.405 2.880 -0.28
H 0.477 1.935 3.175 -0.30
H -1.571 1.000 1.917 0.01
H -1.611 2.443 0.726 0.13
H -0.664 0.909 -0.758 -0.03
H 0.988 1.206 0.016 0.04
H -0.562 -2.407 2.822 0.31
H -1.177 -0.678 3.203 0.24
H 0.357 -1.248 4.070 0.28
C -5.554 0.929 -1.126 -1.36
C -4.099 0.957 -1.509 0.87
O -3.399 1.946 -1.333 -0.62
N -3.561 -0.162 -2.069 -0.12
C -4.211 -1.420 -2.359 -0.87
H -5.833 1.892 -0.694 0.30
H -6.172 0.755 -2.010 0.37
H -5.730 0.151 -0.380 0.34
H -2.581 -0.064 -2.298 0.19
H -3.687 -2.208 -1.813 0.27
H -4.125 -1.610 -3.431 0.27
H -5.262 -1.418 -2.074 0.37
C 1.206 -3.793 -3.697 -1.32
C 0.333 -3.366 -2.548 0.87
O -0.892 -3.442 -2.599 -0.66
N 0.937 -2.885 -1.430 -0.07
C 2.351 -2.718 -1.176 -0.80
H 0.580 -4.152 -4.515 0.30
H 1.792 -2.944 -4.058 0.35
H 1.867 -4.605 -3.385 0.36
H 0.284 -2.620 -0.703 0.13
H 2.612 -3.311 -0.296 0.27
H 2.537 -1.663 -0.964 0.19
H 2.962 -3.033 -2.020 0.40
```

The charge is -1. The calculation puts the HOMO energy at -4.7875 eV. Its multiplicity is 1.

No. 5
Molecular formula: C15H30Cl2FeO5
Method: DFT, ωB97M-V with the def2-TZVPD basis set

```
53
Properties=species:S:1:pos:R:3:mulliken_charge:R:1
Fe 0.073 -0.112 -0.051 2.13
Cl 0.814 -1.874 1.270 -0.41
Cl -0.474 1.752 -1.389 -0.44
C 3.507 1.663 2.352 -1.34
C 2.278 2.027 1.493 0.74
O 1.498 1.190 0.982 -0.32
C 1.984 3.547 1.415 -1.26
H 3.289 1.928 3.387 0.41
H 4.384 2.249 2.076 0.41
H 3.720 0.594 2.389 0.31
H 2.864 4.133 1.147 0.42
H 1.361 3.787 2.276 0.26
H 1.295 3.747 0.594 0.32
C -1.677 2.910 2.655 -0.87
C -1.505 1.390 2.580 0.70
O -0.992 0.814 1.654 -0.46
C -1.833 0.619 3.869 -1.29
H -2.127 3.231 3.594 0.40
H -2.093 3.450 1.804 0.34
H -0.723 3.429 2.748 0.07
H -2.821 0.750 4.309 0.38
H -1.043 0.826 4.592 0.34
H -1.789 -0.446 3.642 0.33
C -3.805 -1.731 1.184 -0.96
C -3.150 -1.030 -0.028 0.62
O -1.981 -0.714 0.025 -0.43
C -3.991 -0.713 -1.207 -1.11
H -3.281 -1.538 2.120 0.17
H -3.703 -2.777 0.896 0.36
H -4.871 -1.515 1.258 0.38
H -3.463 -0.487 -2.134 0.24
H -4.553 0.196 -0.997 0.35
H -4.687 -1.542 -1.335 0.39
C -1.111 -1.433 -4.113 -1.35
C -0.691 -2.041 -2.814 0.73
O -0.238 -1.431 -1.846 -0.42
C -0.817 -3.515 -2.687 -1.08
H -2.116 -1.734 -4.407 0.41
H -0.459 -1.704 -4.944 0.40
H -1.167 -0.352 -3.979 0.32
H -1.772 -3.700 -2.196 0.26
H 0.030 -3.789 -2.058 0.34
H -0.793 -4.073 -3.623 0.39
C 4.171 -0.332 -0.469 -1.02
C 3.108 -0.552 -1.496 0.52
O 1.970 -0.307 -1.143 -0.33
C 3.419 -0.915 -2.914 -1.24
H 4.035 -0.809 0.502 0.21
H 4.328 0.739 -0.342 0.25
H 5.154 -0.665 -0.804 0.42
H 2.574 -0.825 -3.596 0.28
H 3.608 -1.988 -2.959 0.34
H 4.262 -0.330 -3.283 0.37
```

The charge is +1. The calculation puts the HOMO energy (spin up / spin down) at -12.2678 / -12.1377 eV. Its multiplicity is 6.

No. 6
Molecular formula: C15H30LiO19P
Method: DFT, ωB97M-V with the def2-TZVPD basis set

```
66
Properties=species:S:1:pos:R:3:mulliken_charge:R:1
Li 44.685 34.543 19.706 1.00
P 42.566 34.470 18.532 -0.42
O 43.699 33.608 18.538 -0.30
O 42.168 35.007 17.106 -0.95
O 43.274 35.527 19.339 -0.43
O 41.420 33.937 19.227 -0.80
C 42.350 35.461 22.323 -0.37
O 41.754 34.785 23.459 -0.29
C 40.540 34.689 23.810 0.76
O 39.707 35.410 23.253 -0.64
O 40.089 33.607 24.539 -0.34
C 38.724 33.243 24.802 -0.84
H 41.824 35.008 21.409 0.28
H 43.527 35.358 22.248 -0.32
H 42.239 36.462 22.370 0.65
H 38.445 33.987 25.426 0.36
H 38.735 32.326 25.244 0.23
H 38.247 33.300 23.956 0.40
C 46.669 34.823 23.373 -0.41
O 45.727 33.791 23.546 -0.41
C 45.232 33.261 22.531 0.70
O 45.514 33.530 21.308 -0.20
O 44.352 32.363 22.698 -0.51
C 43.458 31.823 21.717 -0.39
H 46.850 35.229 24.298 0.40
H 46.480 35.378 22.429 0.06
H 47.781 34.409 23.168 0.21
H 42.682 32.549 21.515 0.07
H 42.737 31.293 22.084 0.50
H 43.972 31.334 20.805 0.06
C 45.453 36.348 17.049 -1.77
O 46.796 36.786 17.387 -0.39
C 47.279 36.290 18.541 0.28
O 46.621 35.571 19.292 0.24
O 48.696 36.339 18.680 -0.37
C 49.343 35.431 19.477 -0.55
H 45.181 35.316 17.346 0.54
H 45.101 36.490 16.136 0.62
H 44.877 36.643 17.666 0.84
H 49.079 35.709 20.624 0.11
H 50.547 35.595 19.448 0.22
H 48.881 34.509 19.559 0.32
C 48.547 29.241 15.239 -0.68
O 47.355 29.624 15.956 -0.32
C 47.495 30.536 16.942 0.69
O 48.517 31.223 17.255 -0.60
O 46.292 30.653 17.581 -0.34
C 46.119 31.648 18.557 -0.43
H 49.151 30.126 14.784 0.27
H 48.387 28.664 14.313 0.28
H 49.132 28.404 15.653 0.30
H 46.832 31.564 19.412 0.33
H 45.260 31.316 19.124 0.03
H 46.039 32.670 18.274 0.40
C 45.265 37.959 21.170 -0.44
O 46.325 38.825 20.813 -0.35
C 47.588 38.678 21.074 0.92
O 48.089 37.858 21.825 -0.62
O 48.370 39.630 20.536 -0.37
C 49.801 39.695 20.811 -0.60
H 45.220 37.997 22.299 0.29
H 45.303 36.917 20.891 0.03
H 44.460 38.169 20.497 0.36
H 50.241 38.825 20.230 0.23
H 50.049 39.764 21.832 0.31
H 50.162 40.816 20.518 0.19
```

The charge is -2. The calculation puts the HOMO energy at 1.0150 eV. Its multiplicity is 1.

No. 7
Molecular formula: C15H30N3O5
Method: DFT, ωB97M-V with the def2-TZVPD basis set

```
53
Properties=species:S:1:pos:R:3:mulliken_charge:R:1
C -0.676 -2.361 -1.593 -0.98
C -1.846 -1.777 -1.781 -0.41
C -2.417 -0.655 -0.951 1.29
C -1.777 0.701 -1.263 -1.26
O -0.387 0.599 -1.173 -0.22
C 0.325 1.051 -2.323 -0.61
C 1.797 1.180 -1.986 -0.52
O 2.056 2.498 -1.564 -0.29
C 3.400 2.920 -1.714 -0.63
C 4.314 2.483 -0.574 -0.33
O 4.359 3.482 0.424 -0.38
C 5.648 3.756 0.944 -0.36
C 6.106 2.733 1.986 -0.91
N -2.261 -0.886 0.512 -0.06
C -3.034 -1.834 1.059 0.39
N -2.592 -2.702 1.949 -0.08
C -1.229 -2.783 2.475 -0.64
C -1.083 -2.050 3.819 -0.39
O 0.258 -1.794 4.145 -0.49
N -4.339 -1.822 0.673 -0.30
C -4.556 -1.605 -0.801 0.20
C -6.012 -1.348 -1.095 -1.41
O -3.796 -0.499 -1.189 -0.45
H -0.019 -2.111 -0.767 0.11
H -0.323 -3.105 -2.297 0.35
H -2.470 -2.086 -2.615 0.42
H -2.148 1.434 -0.539 0.31
H -2.128 0.997 -2.257 0.52
H -0.035 2.038 -2.629 0.41
H 0.178 0.358 -3.160 0.37
H 2.040 0.462 -1.192 0.17
H 2.399 0.933 -2.871 0.41
H 3.795 2.579 -2.680 0.40
H 3.376 4.012 -1.726 0.29
H 5.319 2.257 -0.947 0.44
H 3.909 1.556 -0.142 0.18
H 6.378 3.828 0.128 0.35
H 5.574 4.742 1.405 0.30
H 7.195 2.690 2.031 0.32
H 5.722 1.740 1.740 0.27
H 5.718 2.996 2.971 0.27
H -1.309 -0.836 0.845 0.32
H -3.264 -3.340 2.349 0.24
H -1.020 -3.845 2.617 0.37
H -0.513 -2.427 1.732 0.16
H -1.459 -2.704 4.609 0.38
H -1.709 -1.148 3.826 0.30
H 0.669 -1.220 3.488 0.32
H -4.801 -2.681 0.957 0.33
H -4.225 -2.517 -1.312 0.43
H -6.256 -0.305 -0.900 0.36
H -6.206 -1.576 -2.143 0.36
H -6.645 -2.007 -0.498 0.38
```

The charge is +1. The calculation puts the HOMO energy at -11.2987 eV. Its multiplicity is 1. The SMILES is C=C[C@]1(COCCOCCOCC)NC(NCCO)=[NH+][C@@H](C)O1.

No. 8
Molecular formula: C15H30NO10PS
Method: DFT, ωB97M-V with the def2-TZVPD basis set

```
58
Properties=species:S:1:pos:R:3:mulliken_charge:R:1
H -0.929 -0.770 -2.729 0.21
N -1.025 -0.579 -1.729 -0.72
C -0.017 0.064 -1.316 0.01
C 1.153 0.470 -2.188 -0.82
C 1.926 1.696 -1.689 0.11
O 1.376 2.311 -0.513 -0.34
S 2.542 2.931 0.395 1.09
O 2.299 4.298 0.664 -0.60
O 2.752 2.029 1.469 -0.46
O 3.663 2.849 -0.722 -0.39
C 3.450 1.624 -1.504 -0.22
P 4.345 0.259 -0.536 0.06
C 3.399 -1.305 -0.742 -1.32
C 5.806 -0.041 -1.641 -0.59
C 7.082 0.622 -1.067 -1.10
H -0.005 0.342 -0.266 0.39
H 1.805 -0.381 -2.343 0.27
H 0.728 0.729 -3.157 0.49
H 1.786 2.460 -2.460 0.32
H 3.938 1.802 -2.459 0.60
H 3.216 -1.574 -1.782 0.43
H 2.478 -1.302 -0.165 0.34
H 4.042 -2.083 -0.331 0.46
H 5.939 -1.111 -1.779 0.44
H 5.597 0.408 -2.614 0.35
H 7.883 -0.109 -0.979 0.32
H 6.899 1.023 -0.072 0.36
H 7.414 1.433 -1.710 0.29
C -4.159 1.091 -1.542 -1.01
C -5.074 1.493 -2.677 -0.25
O -5.702 0.353 -3.289 -0.35
C -6.742 -0.145 -2.627 0.78
O -7.215 0.288 -1.610 -0.55
O -7.188 -1.208 -3.299 -0.34
C -8.288 -1.878 -2.678 -0.64
H -3.432 0.351 -1.872 0.27
H -3.623 1.962 -1.164 0.35
H -4.726 0.655 -0.720 0.30
H -4.506 1.960 -3.480 0.29
H -5.838 2.199 -2.351 0.34
H -9.094 -1.181 -2.461 0.30
H -7.964 -2.364 -1.759 0.29
H -8.625 -2.625 -3.390 0.22
C 0.596 0.588 3.173 -0.75
C -0.343 0.458 4.351 -0.49
O -0.843 -0.883 4.500 -0.35
C -0.008 -1.744 5.072 0.79
O 1.092 -1.500 5.495 -0.56
O -0.605 -2.937 5.110 -0.34
C 0.198 -3.979 5.668 -0.64
H 0.110 0.224 2.266 0.18
H 0.878 1.627 3.028 0.33
H 1.504 0.008 3.329 0.33
H -1.232 1.068 4.203 0.33
H 0.133 0.775 5.278 0.36
H 0.577 -3.696 6.647 0.30
H 1.029 -4.213 5.005 0.29
H -0.454 -4.843 5.760 0.22
```

The relative energy (zero: lowest compared OMol25 entry of this formula, charge and spin) comes out at 0.0 kJ/mol. The calculation puts the HOMO energy at -9.0508 eV. Its multiplicity is 1. The SMILES is [H]/N=C\C[C@H]1OS(=O)(=O)O[C@H]1P(C)CC.CCOC(=O)OC.CCOC(=O)OC.

What is the formula in the seventh record?
C15H30N3O5